1.
The following is a DFT calculation (wB97M-V/def2-TZVPD) of 3 unconnected molecules or ions with the total composition C24H66BN7O5P2Si at a distorted geometry.

Its net charge is 0.

Each line ends with the Löwdin charge.
Geometry (Å):
1 C -0.518 -0.453 -0.599  -0.07
2 C 0.134 -1.873 -0.813  -0.29
3 O 1.517 -1.796 -0.415  -0.26
4 Si 2.617 -1.932 -1.725  0.52
5 N 3.041 -3.643 -2.109  -0.05
6 C 4.271 -1.152 -1.099  -0.25
7 C 4.883 -1.913 0.143  -0.25
8 C 4.022 -1.706 1.472  -0.22
9 C 4.892 -1.958 2.777  -0.20
10 C 4.499 -3.374 3.351  -0.21
11 C 5.656 -3.960 4.283  -0.19
12 C 5.594 -5.562 4.254  -0.17
13 C 5.213 -6.138 5.684  -0.23
14 O 4.354 -7.284 5.494  -0.22
15 C 5.131 -8.402 5.038  -0.13
16 B 2.132 -0.922 -3.334  -0.44
17 C 2.939 -1.302 -4.700  -0.07
18 O 1.125 0.082 -3.428  0.03
19 H -1.465 -0.524 0.010  0.08
20 H 0.199 0.124 0.056  0.06
21 H -0.719 0.124 -1.533  0.04
22 H -0.364 -2.567 -0.072  0.12
23 H -0.043 -2.326 -1.824  0.11
24 H 2.194 -4.204 -2.214  0.02
25 H 3.534 -3.668 -3.009  0.02
26 H 5.007 -1.046 -1.950  0.08
27 H 3.983 -0.105 -0.773  0.08
28 H 5.080 -2.994 -0.074  0.10
29 H 5.873 -1.412 0.367  0.10
30 H 3.217 -2.495 1.417  0.10
31 H 3.493 -0.713 1.464  0.11
32 H 4.753 -1.113 3.496  0.11
33 H 5.965 -1.981 2.447  0.10
34 H 4.385 -4.078 2.481  0.11
35 H 3.563 -3.343 3.977  0.12
36 H 6.628 -3.606 3.848  0.10
37 H 5.532 -3.650 5.358  0.10
38 H 4.882 -5.917 3.460  0.11
39 H 6.611 -5.949 3.963  0.11
40 H 4.694 -5.361 6.302  0.12
41 H 6.134 -6.443 6.262  0.12
42 H 4.881 -8.646 3.966  0.09
43 H 6.241 -8.194 5.043  0.09
44 H 4.958 -9.268 5.727  0.09
45 H 2.251 -1.850 -5.400  0.07
46 H 3.832 -1.953 -4.479  0.04
47 H 3.329 -0.401 -5.237  0.07
48 H 1.291 0.825 -2.832  0.10
49 O -2.438 0.937 -3.113  -0.30
50 P -3.556 1.473 -4.021  0.79
51 N -4.834 1.180 -2.897  -0.32
52 C -6.205 0.820 -3.212  -0.14
53 C -4.852 2.142 -1.791  -0.14
54 N -3.392 0.155 -5.160  -0.34
55 C -4.136 -1.086 -4.993  -0.14
56 C -1.993 -0.213 -5.433  -0.15
57 N -4.695 2.294 -5.135  -0.29
58 C -5.111 1.790 -6.437  -0.13
59 C -4.243 3.692 -5.315  -0.15
60 H -6.791 1.669 -3.587  0.08
61 H -6.705 0.451 -2.311  0.09
62 H -6.283 0.012 -3.932  0.05
63 H -5.234 3.118 -2.120  0.08
64 H -3.848 2.292 -1.388  0.06
65 H -5.471 1.788 -0.964  0.08
66 H -4.066 -1.477 -3.973  0.09
67 H -3.771 -1.856 -5.679  0.08
68 H -5.185 -0.970 -5.268  0.05
69 H -1.579 -0.857 -4.651  0.07
70 H -1.365 0.678 -5.511  0.07
71 H -1.917 -0.742 -6.387  0.08
72 H -4.272 1.571 -7.102  0.09
73 H -5.741 2.531 -6.940  0.09
74 H -5.742 0.908 -6.339  0.07
75 H -3.326 3.738 -5.913  0.08
76 H -4.034 4.151 -4.342  0.07
77 H -5.010 4.303 -5.796  0.08
78 O -3.462 3.319 1.642  -0.30
79 P -2.130 3.294 2.411  0.78
80 N -2.835 3.554 3.967  -0.32
81 C -2.244 4.270 5.083  -0.14
82 C -3.512 2.365 4.489  -0.15
83 N -1.578 4.792 1.694  -0.34
84 C -1.890 6.080 2.298  -0.14
85 C -1.883 4.903 0.259  -0.16
86 N -0.519 3.058 3.158  -0.29
87 C 0.618 3.959 3.017  -0.13
88 C -0.055 1.690 2.832  -0.14
89 H -1.455 3.696 5.586  0.08
90 H -3.014 4.491 5.829  0.08
91 H -1.833 5.235 4.805  0.05
92 H -2.787 1.615 4.835  0.07
93 H -4.135 1.903 3.720  0.07
94 H -4.174 2.617 5.321  0.08
95 H -2.950 6.171 2.557  0.09
96 H -1.633 6.902 1.623  0.08
97 H -1.282 6.271 3.183  0.05
98 H -2.917 5.217 0.083  0.08
99 H -1.725 3.946 -0.246  0.07
100 H -1.219 5.629 -0.217  0.08
101 H 0.884 4.156 1.976  0.09
102 H 1.499 3.527 3.504  0.09
103 H 0.445 4.900 3.538  0.07
104 H 0.206 1.610 1.771  0.06
105 H -0.847 0.962 3.040  0.08
106 H 0.807 1.400 3.435  0.08


2.
The following is a DFT calculation (wB97M-V/def2-TZVPD) of a molecular structure, C24H66MgN5O7 at a distorted geometry.

Its net charge is +1.

Each line ends with the Löwdin charge.
Geometry (Å):
1 Mg -0.185 1.662 1.106  0.50
2 C 2.058 -1.464 -1.294  -0.12
3 C 0.875 -1.241 -0.452  -0.40
4 O 0.653 0.078 0.121  -0.35
5 H 2.035 -2.459 -1.738  0.07
6 H 2.964 -1.338 -0.703  0.07
7 H 2.185 -0.857 -2.191  0.06
8 H 1.116 -1.864 0.410  0.06
9 H 0.058 -1.708 -1.001  0.09
10 C -2.100 -4.181 -1.353  -0.07
11 C -3.337 -3.330 -1.070  -0.34
12 O -4.438 -3.986 -0.493  -0.05
13 H -2.323 -5.209 -1.637  0.08
14 H -1.458 -4.170 -0.471  0.06
15 H -1.667 -3.671 -2.214  0.04
16 H -3.551 -2.672 -1.912  0.10
17 H -2.997 -2.549 -0.390  0.08
18 H -4.159 -4.311 0.366  0.09
19 C -1.359 3.806 4.571  -0.04
20 C -0.575 3.127 3.400  -0.37
21 C -0.037 1.769 3.920  -0.14
22 O 0.797 1.356 2.830  -0.23
23 C 1.990 0.647 3.325  0.01
24 N -1.450 2.940 2.278  0.02
25 H -2.228 3.339 5.035  0.09
26 H -1.701 4.805 4.303  0.08
27 H -0.750 3.923 5.468  0.08
28 H 0.232 3.785 3.078  0.14
29 H -0.906 1.159 4.165  0.13
30 H 0.383 2.016 4.895  0.14
31 H 2.310 0.901 4.335  0.10
32 H 2.847 0.753 2.659  0.10
33 H 1.789 -0.422 3.402  0.08
34 H -2.389 2.810 2.628  0.12
35 H -1.487 3.749 1.674  0.11
36 C 0.238 0.815 -5.292  -0.05
37 C -0.813 0.377 -4.329  -0.45
38 C -1.056 -1.130 -4.205  -0.17
39 O -1.486 -1.734 -5.425  -0.18
40 C -1.555 -3.170 -5.407  -0.09
41 N -0.499 0.973 -3.063  0.03
42 H 0.308 1.902 -5.257  0.09
43 H -0.009 0.346 -6.245  0.09
44 H 1.130 0.236 -5.053  0.09
45 H -1.706 0.972 -4.519  0.14
46 H -1.733 -1.493 -3.431  0.11
47 H -0.128 -1.651 -3.967  0.12
48 H -2.225 -3.535 -4.629  0.07
49 H -0.576 -3.594 -5.185  0.08
50 H -1.850 -3.674 -6.327  0.09
51 H -0.335 1.954 -3.238  0.08
52 H 0.439 0.625 -2.923  0.07
53 C 1.619 -3.364 3.032  -0.08
54 C 2.520 -4.147 2.106  -0.43
55 C 1.676 -4.880 0.969  -0.21
56 O 2.458 -5.582 0.055  -0.19
57 C 1.720 -5.968 -1.169  -0.06
58 N 3.480 -3.196 1.664  0.05
59 H 0.999 -4.052 3.607  0.08
60 H 1.097 -2.569 2.499  0.05
61 H 2.160 -2.742 3.746  0.07
62 H 3.091 -4.924 2.615  0.14
63 H 1.110 -4.193 0.339  0.10
64 H 1.019 -5.564 1.507  0.12
65 H 2.205 -6.608 -1.906  0.09
66 H 1.146 -5.196 -1.681  0.07
67 H 0.910 -6.602 -0.810  0.08
68 H 2.858 -2.501 1.276  0.03
69 H 3.815 -3.668 0.837  0.07
70 C -3.596 1.535 -1.314  -0.02
71 C -2.738 1.640 -0.058  -0.41
72 C -2.679 0.299 0.670  -0.19
73 O -1.875 0.318 1.816  -0.24
74 C -1.944 -0.965 2.531  -0.02
75 N -1.412 2.043 -0.456  0.01
76 H -4.622 1.323 -1.013  0.09
77 H -3.218 0.794 -2.019  0.08
78 H -3.559 2.499 -1.821  0.09
79 H -3.165 2.381 0.618  0.13
80 H -2.153 -0.404 0.024  0.13
81 H -3.707 0.019 0.899  0.15
82 H -2.964 -1.327 2.661  0.09
83 H -1.436 -1.102 3.486  0.09
84 H -1.528 -1.728 1.873  0.09
85 H -1.598 2.932 -0.897  0.11
86 H -1.203 1.461 -1.254  0.04
87 C 3.198 2.615 -0.394  -0.01
88 C 2.396 3.429 0.741  -0.31
89 C 2.580 5.027 0.525  -0.12
90 O 1.806 5.875 1.449  -0.22
91 C 1.741 7.242 1.008  -0.10
92 N 0.992 3.174 0.645  0.00
93 H 4.200 3.013 -0.556  0.08
94 H 2.757 2.764 -1.379  0.07
95 H 3.268 1.527 -0.388  0.07
96 H 2.669 2.987 1.699  0.13
97 H 2.297 5.450 -0.439  0.11
98 H 3.633 5.293 0.610  0.12
99 H 2.720 7.709 1.112  0.09
100 H 1.047 7.859 1.581  0.09
101 H 1.429 7.312 -0.034  0.08
102 H 0.948 3.459 -0.323  0.10
103 H 0.495 3.890 1.155  0.07


3.
The following is a DFT calculation (wB97M-V/def2-TZVPD) of a molecular structure, C24H66N11O13Sr2 at a distorted geometry.

Its net charge is +4. The spin multiplicity is 2.

Each line ends with the Löwdin charge.
Geometry (Å):
1 Sr 3.516 0.965 -3.942  1.75
2 Sr 1.410 4.612 -2.853  1.82
3 C 0.360 0.589 -0.791  0.02
4 C 0.788 1.835 -1.503  -0.72
5 O 1.376 1.766 -2.588  -0.21
6 O 0.563 2.991 -1.021  -0.20
7 H 1.178 -0.041 -0.441  0.10
8 H -0.328 0.021 -1.416  0.08
9 H -0.261 0.859 0.063  0.07
10 C 2.146 -0.463 3.023  -0.78
11 O 2.696 -1.233 2.259  0.04
12 N 2.463 -0.335 4.281  0.20
13 N 1.324 0.485 2.724  0.16
14 H 2.142 0.464 4.808  0.13
15 H 3.226 -0.941 4.545  0.14
16 H 1.200 0.576 1.725  0.09
17 H 1.039 1.235 3.337  0.12
18 C -2.537 -0.030 2.796  -0.78
19 O -2.549 0.519 1.740  0.00
20 N -3.642 -0.420 3.429  0.20
21 N -1.469 -0.331 3.410  0.22
22 H -4.470 -0.140 2.923  0.11
23 H -3.514 -1.253 3.986  0.14
24 H -0.595 0.115 3.170  0.08
25 H -1.687 -0.740 4.308  0.14
26 C 0.404 -0.779 -4.948  -0.75
27 O 1.573 -0.450 -4.802  -0.13
28 N -0.024 -1.779 -5.618  0.24
29 N -0.580 -0.129 -4.415  0.21
30 H 0.651 -2.291 -6.167  0.16
31 H -0.998 -2.005 -5.471  0.14
32 H -1.524 -0.416 -4.628  0.13
33 H -0.317 0.717 -3.930  0.09
34 C -1.492 4.203 1.709  -0.82
35 O -2.333 4.462 2.519  0.10
36 N -0.844 5.009 0.990  0.19
37 N -1.256 2.974 1.280  0.16
38 H -0.200 4.627 0.312  0.07
39 H -0.916 5.949 1.351  0.15
40 H -0.616 2.852 0.509  0.04
41 H -1.844 2.217 1.599  0.06
42 C -1.814 -7.562 0.446  -0.16
43 O -1.378 -8.520 -0.465  -0.16
44 C -1.121 -8.014 -1.820  -0.13
45 C -0.377 -6.582 -1.848  -0.20
46 N -1.407 -5.556 -1.824  -0.05
47 C -0.869 -4.283 -2.434  -0.18
48 C -1.740 -3.188 -1.767  -0.23
49 O -1.813 -3.193 -0.350  -0.18
50 C -0.725 -2.495 0.341  -0.07
51 H -1.042 -6.942 0.901  0.08
52 H -2.323 -8.063 1.270  0.10
53 H -2.600 -6.865 0.155  0.08
54 H -2.012 -8.174 -2.427  0.12
55 H -0.356 -8.624 -2.300  0.11
56 H 0.275 -6.545 -2.720  0.11
57 H 0.302 -6.555 -0.996  0.12
58 H -1.416 -5.345 -0.836  0.06
59 H -0.927 -4.264 -3.523  0.10
60 H 0.188 -4.199 -2.183  0.10
61 H -2.745 -3.153 -2.188  0.12
62 H -1.342 -2.188 -1.940  0.07
63 H -1.105 -1.498 0.565  0.05
64 H 0.297 -2.528 -0.037  0.08
65 H -0.554 -2.894 1.341  0.09
66 C -4.976 2.320 3.514  -0.07
67 O -5.679 1.758 2.388  -0.18
68 C -6.098 2.620 1.328  -0.13
69 C -4.931 3.156 0.437  -0.08
70 N -4.273 2.056 -0.294  0.21
71 C -3.342 2.597 -1.243  -0.14
72 C -2.684 1.490 -2.072  -0.17
73 O -3.468 0.974 -3.185  -0.18
74 C -4.717 0.431 -2.902  -0.10
75 H -5.211 1.727 4.398  0.10
76 H -5.233 3.334 3.822  0.11
77 H -3.889 2.263 3.458  0.07
78 H -6.532 3.490 1.821  0.14
79 H -6.870 2.150 0.719  0.14
80 H -4.208 3.707 1.038  0.14
81 H -5.306 3.886 -0.280  0.14
82 H -3.854 1.416 0.365  0.12
83 H -2.620 3.235 -0.733  0.12
84 H -3.753 3.260 -2.005  0.15
85 H -2.428 0.619 -1.469  0.12
86 H -1.733 1.893 -2.422  0.09
87 H -5.476 1.168 -2.641  0.10
88 H -4.628 -0.443 -2.256  0.10
89 H -5.175 -0.006 -3.789  0.11
90 C 2.416 3.775 2.751  -0.14
91 O 3.487 3.003 2.371  -0.14
92 C 3.525 2.831 0.943  -0.22
93 C 4.797 2.159 0.570  -0.18
94 N 4.708 0.706 0.800  -0.04
95 C 6.053 0.176 1.080  -0.16
96 C 6.994 -0.169 -0.128  -0.15
97 O 7.472 1.072 -0.767  -0.23
98 C 8.563 1.702 -0.065  -0.09
99 H 2.324 3.887 3.831  0.11
100 H 1.466 3.356 2.417  0.06
101 H 2.459 4.818 2.437  0.10
102 H 3.427 3.794 0.442  0.11
103 H 2.578 2.365 0.672  0.10
104 H 5.683 2.640 0.984  0.15
105 H 4.843 2.315 -0.508  0.10
106 H 4.106 0.481 1.579  0.09
107 H 5.937 -0.728 1.678  0.13
108 H 6.658 0.736 1.793  0.12
109 H 6.458 -0.775 -0.859  0.10
110 H 7.836 -0.850 -0.001  0.13
111 H 8.606 2.786 -0.172  0.09
112 H 9.529 1.267 -0.320  0.10
113 H 8.511 1.469 0.999  0.08
114 O 3.655 -0.103 -1.699  -0.17
115 H 3.458 -1.029 -1.560  0.09
116 H 4.080 0.176 -0.888  0.00


4.
The following is a DFT calculation (wB97M-V/def2-TZVPD) of 8 unconnected molecules or ions with the total composition C24H66N2O10 at a distorted geometry.

Its net charge is 0.

Each line ends with the Löwdin charge.
Geometry (Å):
1 C -20.159 -11.549 7.151  -0.11
2 O -20.591 -11.983 8.468  -0.20
3 C -21.568 -13.063 8.381  -0.19
4 C -21.856 -13.727 9.756  -0.19
5 N -22.367 -12.810 10.766  -0.06
6 C -22.583 -13.322 12.108  -0.23
7 C -23.436 -14.526 12.260  -0.25
8 O -22.964 -15.753 11.657  -0.20
9 C -23.921 -16.810 11.850  -0.09
10 H -19.351 -12.219 6.859  0.08
11 H -19.557 -10.642 7.100  0.07
12 H -20.892 -11.467 6.349  0.08
13 H -21.166 -13.849 7.742  0.11
14 H -22.451 -12.709 7.847  0.11
15 H -20.963 -14.236 10.120  0.12
16 H -22.656 -14.460 9.659  0.11
17 H -21.926 -11.901 10.751  0.10
18 H -23.119 -12.644 12.772  0.12
19 H -21.644 -13.565 12.606  0.12
20 H -24.445 -14.248 11.953  0.12
21 H -23.561 -14.588 13.341  0.12
22 H -23.995 -16.825 12.938  0.09
23 H -23.573 -17.800 11.558  0.08
24 H -24.817 -16.633 11.255  0.08
25 C -25.786 -9.535 11.396  -0.09
26 O -26.206 -8.731 12.491  -0.20
27 C -26.091 -9.251 13.790  -0.22
28 C -27.099 -10.463 14.013  -0.16
29 N -26.607 -11.180 15.218  -0.10
30 C -26.547 -10.402 16.443  -0.19
31 C -26.344 -11.294 17.718  -0.22
32 O -27.642 -11.625 18.231  -0.20
33 C -27.492 -12.701 19.200  -0.09
34 H -24.982 -10.183 11.746  0.08
35 H -25.381 -8.928 10.587  0.09
36 H -26.646 -10.152 11.135  0.08
37 H -26.185 -8.530 14.602  0.11
38 H -25.090 -9.617 14.020  0.11
39 H -27.105 -11.084 13.117  0.10
40 H -28.118 -10.141 14.228  0.11
41 H -27.194 -11.972 15.435  0.10
42 H -27.569 -10.028 16.490  0.12
43 H -25.828 -9.583 16.477  0.11
44 H -25.846 -10.791 18.547  0.11
45 H -25.571 -12.063 17.720  0.12
46 H -26.730 -12.672 19.979  0.09
47 H -27.417 -13.548 18.517  0.08
48 H -28.460 -12.780 19.695  0.08
49 C -27.157 -15.161 8.306  -0.10
50 C -28.312 -16.110 8.548  -0.32
51 O -29.417 -15.973 7.647  -0.08
52 H -27.280 -14.175 8.753  0.07
53 H -27.172 -14.939 7.239  0.07
54 H -26.182 -15.592 8.529  0.07
55 H -28.721 -15.896 9.536  0.10
56 H -27.849 -17.096 8.580  0.11
57 H -29.876 -15.173 7.912  0.08
58 C -14.965 -8.283 5.064  -0.09
59 C -15.014 -8.062 6.569  -0.33
60 O -14.679 -6.714 6.883  -0.08
61 H -15.261 -7.336 4.615  0.07
62 H -15.512 -9.149 4.692  0.07
63 H -13.936 -8.552 4.823  0.07
64 H -14.459 -8.824 7.115  0.11
65 H -16.028 -8.272 6.909  0.10
66 H -15.315 -6.169 6.413  0.08
67 C -24.670 -23.678 9.932  -0.08
68 C -23.496 -24.552 10.519  -0.31
69 O -22.292 -23.840 10.328  -0.09
70 H -24.289 -23.204 9.027  0.06
71 H -24.884 -22.881 10.645  0.06
72 H -25.519 -24.286 9.620  0.06
73 H -23.515 -25.567 10.121  0.10
74 H -23.623 -24.620 11.599  0.10
75 H -22.033 -23.344 11.108  0.08
76 C -16.627 -11.844 10.729  -0.09
77 C -16.423 -12.226 12.204  -0.33
78 O -17.561 -11.964 13.009  -0.07
79 H -15.667 -11.813 10.212  0.07
80 H -17.146 -10.889 10.645  0.07
81 H -17.312 -12.579 10.307  0.07
82 H -15.553 -11.660 12.536  0.10
83 H -16.010 -13.233 12.252  0.11
84 H -17.557 -11.035 13.252  0.08
85 C -19.208 -16.224 15.340  -0.09
86 C -18.381 -15.256 16.158  -0.35
87 O -19.138 -14.092 16.241  -0.08
88 H -20.049 -16.522 15.965  0.07
89 H -18.587 -17.095 15.124  0.07
90 H -19.633 -15.875 14.399  0.07
91 H -17.375 -15.061 15.787  0.11
92 H -18.160 -15.530 17.190  0.11
93 H -18.964 -13.552 15.467  0.08
94 C -29.639 -15.288 15.918  -0.08
95 C -28.507 -16.216 16.382  -0.32
96 O -28.506 -17.281 15.437  -0.09
97 H -29.394 -14.827 14.961  0.07
98 H -29.728 -14.519 16.686  0.06
99 H -30.637 -15.707 15.787  0.07
100 H -28.599 -16.625 17.388  0.10
101 H -27.523 -15.748 16.410  0.10
102 H -28.118 -18.074 15.814  0.08


Number 1: Kohn-Sham gap 7.39 eV. Number 2: Kohn-Sham gap 7.80 eV. Number 3: Kohn-Sham gap 1.52 eV. Number 4: Kohn-Sham gap 8.73 eV.